Record 1
An isolated molecule of C19H25N3O2 in a non-equilibrium geometry. Source: OMol25; level of theory: ωB97M-V/def2-TZVPD.

As for the charge: 0. The calculated total energy comes out at -1053.78011 Eh. For the energy above the lowest of the compared OMol25 structures with the same formula, charge and spin, the calculation gives 92.0 kJ/mol. For the HOMO energy, the calculation gives -8.8088 eV.

Atoms and positions in Å:
O -2.360 1.035 -0.609
O -0.024 -2.637 -2.529
N 1.000 -1.541 -0.936
N 1.295 -2.613 -2.865
N -2.604 1.583 1.560
C -4.529 3.508 4.018
C 3.823 -0.958 -0.771
C 6.015 -1.160 -1.701
C -1.476 -1.834 -0.746
C -0.939 -0.069 0.990
C 5.180 -0.689 -0.692
C 4.152 -2.150 -2.843
C -3.207 3.961 3.405
C -0.142 -1.978 -1.367
C -2.022 0.901 0.553
C 1.883 -1.954 -1.900
C -3.673 2.539 1.358
C -1.388 -1.516 0.746
C -3.280 3.924 1.881
C 5.505 -1.884 -2.765
C -4.886 2.103 3.541
C 5.746 0.105 0.446
C 3.305 -1.685 -1.840
C -4.972 2.060 2.017
H -5.320 4.200 3.720
H -0.701 0.070 2.046
H -5.845 1.799 3.967
H -2.318 4.210 1.451
H -0.041 0.110 0.399
H 3.734 -2.712 -3.663
H -3.813 2.583 0.272
H -2.000 -1.014 -1.250
H -2.368 -1.676 1.202
H 6.615 -0.397 0.869
H -5.192 1.045 1.680
H -2.976 4.976 3.732
H -4.028 4.643 1.541
H -4.461 3.526 5.107
H 7.075 -0.956 -1.648
H -2.038 -2.753 -0.924
H -4.134 1.393 3.894
H -2.400 3.314 3.758
H 6.066 1.086 0.096
H 3.147 -0.609 -0.006
H 6.170 -2.242 -3.538
H -2.297 1.434 2.507
H -5.785 2.708 1.685
H 5.005 0.244 1.229
H -0.674 -2.192 1.221

---

Record 2
A structure of composition C36H43BBrF4IO7P in a non-equilibrium geometry. Source: OMol25; level of theory: ωB97M-V/def2-TZVPD.

As for the charge: -1. The calculated total energy comes out at -5561.72190 Eh. For the energy above the lowest of the compared OMol25 structures with the same formula, charge and spin, the calculation gives 83.7 kJ/mol. For the HOMO energy, the calculation gives -4.4057 eV.

Atoms and positions in Å:
I 10.637 -0.426 -5.994
Br 11.909 -1.791 -0.038
P 9.149 0.568 -4.155
F -3.674 1.094 3.898
F 0.121 -0.380 -1.217
F -6.503 0.276 2.213
F -11.249 -1.188 -1.607
O 4.530 0.068 1.428
O 8.860 -3.030 -1.597
O 9.395 -0.825 -3.115
O 3.143 1.210 0.094
O 7.769 -1.717 0.176
O 8.073 1.430 -3.054
O 10.199 -0.035 1.172
C -12.050 0.777 -2.632
C -2.731 -0.667 5.141
C -2.227 -0.276 -1.369
C -12.879 -1.388 -3.293
C 7.191 -2.934 0.657
C -4.120 0.223 7.379
C -1.092 0.326 0.671
C -8.133 0.087 0.525
C 6.807 1.336 0.017
C 7.546 0.362 -2.295
C 5.521 2.022 0.617
C 4.348 1.005 0.730
C 10.545 -0.360 0.114
C 2.910 0.306 -0.994
C -3.491 0.442 0.548
C -2.599 -1.335 6.351
C -8.967 0.700 -0.400
C -1.066 -0.110 -0.640
C 2.513 -1.148 -0.533
C 6.397 0.624 -1.298
C 6.974 -2.756 2.193
C -8.957 2.083 -0.533
C -3.449 -0.002 -0.768
C -2.314 0.609 1.266
C -12.059 -0.600 -2.510
C -7.307 0.868 1.313
C -8.117 2.855 0.260
C -4.245 0.899 6.173
C -3.296 -0.892 7.468
C -3.550 0.443 5.070
C -13.717 -0.782 -4.219
C -7.290 2.245 1.193
C 8.781 -0.466 -1.842
C 9.975 0.337 -1.139
C -13.717 0.600 -4.357
C -12.882 1.379 -3.566
B 8.429 -1.828 -1.031
H -4.876 1.775 6.086
H -12.859 -2.464 -3.177
H 6.303 -3.552 2.581
H -9.623 0.099 -1.015
H 8.965 1.701 -5.055
H -12.879 2.456 -3.677
H -8.107 3.932 0.152
H 8.099 -0.050 -4.923
H 10.355 1.240 -3.784
H 7.932 -2.864 2.739
H 2.056 0.669 -1.592
H -6.635 2.830 1.826
H -1.954 -2.201 6.422
H -9.604 2.563 -1.258
H 5.737 2.337 1.655
H 3.424 -1.766 -0.664
H -4.367 -0.136 -1.326
H -3.196 -1.417 8.410
H 8.180 -3.434 -2.155
H 5.638 1.269 -1.792
H 7.222 0.644 0.771
H 9.689 1.364 -0.852
H -14.371 -1.389 -4.832
H 5.894 -0.348 -1.125
H 1.664 -1.553 -1.081
H 2.249 -1.123 0.540
H 7.835 -3.820 0.540
H -14.368 1.072 -5.083
H -8.120 -0.989 0.638
H 3.751 0.263 -1.711
H 6.505 -1.789 2.442
H -2.349 0.958 2.285
H -4.666 0.566 8.249
H 6.172 -3.090 0.242
H 7.062 -0.317 -3.047
H 5.238 2.900 0.009
H -2.202 -1.002 4.257
H -11.399 1.367 -2.002
H -2.172 -0.614 -2.396
H 7.540 2.149 -0.142
H -4.443 0.659 1.015
H 10.804 0.425 -1.861
H -0.163 0.443 1.216

---

Record 3
A cluster of 2 separate species, H4O2 in total in a non-equilibrium geometry. Source: OMol25; level of theory: ωB97M-V/def2-TZVPD.

As for the charge: 0. The calculated total energy comes out at -152.86452 Eh. For the energy above the lowest of the compared OMol25 structures with the same formula, charge and spin, the calculation gives 27.4 kJ/mol. For the HOMO energy, the calculation gives -11.3010 eV.

Atoms and positions in Å:
O 2.007 0.187 0.617
O -1.892 -0.379 -0.503
H 1.838 1.155 0.556
H 2.982 0.098 0.518
H -2.497 -0.049 -1.206
H -2.437 -1.012 0.017

---

Record 4
A structure of composition C39H68Cl3GeN2O3S5SbSi3Ti in a non-equilibrium geometry. Source: OMol25; level of theory: ωB97M-V/def2-TZVPD.

As for the charge: 0. The calculated total energy comes out at -9268.89314 Eh. For the energy above the lowest of the compared OMol25 structures with the same formula, charge and spin, the calculation gives 111.1 kJ/mol. For the HOMO energy (spin up / spin down), the calculation gives -6.8750 / -7.2355 eV. The spin multiplicity is 3. Its expectation value of S² is 2.0182.

Atoms and positions in Å:
Sb 1.745 2.466 -2.193
Ge -2.484 -1.515 0.922
Ti -0.659 0.024 -0.422
Cl -1.644 1.851 -2.037
Cl -3.429 -3.076 -3.012
Cl -5.692 1.096 -5.577
S -2.646 1.123 0.881
S 0.523 1.783 0.760
S 0.298 2.471 3.691
S -2.509 1.832 3.829
S -1.106 2.703 6.298
Si 1.016 4.874 -1.545
Si 2.588 3.157 -4.527
Si 4.089 2.321 -1.118
O 1.918 -3.270 5.321
O 0.632 -0.612 -1.555
O -1.898 -0.955 -1.601
N 0.751 -1.100 1.358
N 0.290 -1.782 5.780
C 1.422 -1.818 3.551
C -1.742 1.633 2.271
C -0.662 -0.725 5.423
C -2.742 -0.514 -2.510
C 4.858 0.784 -1.888
C -6.311 -3.714 2.912
C 1.193 -2.349 4.953
C -5.201 -3.377 1.918
C -1.615 -3.323 0.927
C -5.336 -1.963 1.355
C 0.856 -5.521 -1.118
C -0.353 -3.640 7.346
C -0.678 -3.687 -0.230
C 4.072 2.069 0.730
C 3.951 4.426 -4.799
C 3.058 -1.522 1.828
C -0.653 5.192 -2.345
C -2.058 -1.275 5.159
C -3.581 -1.364 -3.247
C 2.747 -1.858 3.131
C 3.138 1.634 -5.485
C 5.239 3.759 -1.440
C 2.065 -2.068 -2.725
C 0.465 -1.445 2.620
C -4.551 0.487 -4.415
C 0.223 -0.745 -3.888
C 2.037 -1.138 0.984
C 2.208 6.184 -2.154
C -3.710 1.363 -3.759
C -4.484 -0.876 -4.176
C 0.276 -2.260 7.167
C -0.427 1.915 2.208
C 0.775 5.157 0.287
C 0.136 -4.939 0.098
C -1.116 2.366 4.692
C 1.067 3.795 -5.434
C -2.826 0.845 -2.834
C -4.322 -1.669 0.242
C 0.942 -1.104 -2.641
H 4.560 0.674 -2.936
H 0.139 -5.759 -1.908
H -6.344 -1.843 0.944
H -7.290 -3.602 2.438
H 1.585 -4.809 -1.518
H 3.253 1.880 -6.548
H -1.462 4.839 -1.699
H 1.219 3.760 -6.520
H 2.881 -1.644 -3.318
H 3.238 5.972 -1.851
H 4.102 1.253 -5.130
H 2.187 6.264 -3.247
H 4.552 -0.126 -1.357
H -0.588 -1.433 2.876
H -0.002 -2.858 -0.437
H -4.225 -3.474 2.404
H -0.279 -0.189 4.557
H -5.216 -1.238 2.167
H 5.953 0.836 -1.859
H 3.508 -2.164 3.837
H 1.733 -2.980 -3.230
H -2.727 -0.474 4.841
H -6.272 -3.046 3.777
H 0.845 4.835 -5.162
H -5.124 -1.560 -4.717
H 4.081 -1.549 1.472
H 1.389 -6.437 -0.857
H -0.272 -1.524 7.754
H 0.697 6.232 0.488
H -3.740 2.425 -3.964
H 0.876 -0.872 -4.752
H 3.752 4.979 -5.724
H -1.075 -3.409 1.873
H 1.304 -2.297 7.521
H 2.406 0.822 -5.409
H 0.179 3.195 -5.203
H -0.640 -1.407 -4.017
H -1.357 -3.676 6.919
H 0.865 -4.697 0.879
H 1.598 4.754 0.886
H 2.438 -2.324 -1.735
H 5.076 1.808 1.087
H -0.420 -3.871 8.412
H 4.925 3.935 -4.900
H -0.700 -0.013 6.246
H 4.879 4.674 -0.958
H -1.269 -3.862 -1.134
H 4.024 5.153 -3.987
H -0.147 4.679 0.629
H -2.462 -4.018 0.956
H -0.797 6.267 -2.505
H -0.538 -5.697 0.510
H 6.232 3.536 -1.033
H -0.751 4.695 -3.315
H 0.262 -4.399 6.866
H 1.927 7.158 -1.737
H 3.746 2.976 1.251
H 5.348 3.965 -2.509
H -2.796 -1.347 2.446
H -6.220 -4.742 3.268
H -2.471 -1.719 6.069
H -4.358 -2.466 -0.505
H -2.040 -2.039 4.378
H -0.135 0.282 -3.855
H -5.228 -4.091 1.086
H -4.590 -0.741 -0.266
H 3.386 1.271 1.021
H 2.251 -0.823 -0.023

---

Record 5
An isolated molecule of C10H6ClN5O in a non-equilibrium geometry. Source: OMol25; level of theory: ωB97M-V/def2-TZVPD.

As for the charge: 0. The calculated total energy comes out at -1193.75542 Eh. For the energy above the lowest of the compared OMol25 structures with the same formula, charge and spin, the calculation gives 0.0 kJ/mol. For the HOMO energy, the calculation gives -8.9240 eV.

Atoms and positions in Å:
Cl -2.787 -0.832 -4.586
O -2.554 1.950 -0.132
N -1.588 1.130 -0.155
N -0.846 1.188 0.930
N 1.184 0.375 2.088
N 0.345 -0.623 0.114
N 2.792 -0.380 3.372
C 0.191 -1.412 -1.969
C 0.225 0.362 1.023
C -1.987 0.375 -2.438
C -0.524 -1.449 -3.176
C -1.583 -0.555 -3.394
C -0.326 -0.527 -1.034
C 2.103 -0.682 2.295
C -1.357 0.401 -1.199
C 1.269 1.266 3.108
C 2.180 0.760 3.961
H 1.075 -2.013 -1.786
H 2.577 1.355 4.806
H -0.487 -2.277 -3.843
H -2.861 0.974 -2.782
H 2.291 -1.487 1.678
H 0.669 2.102 3.117

---

Record 6
A cluster of 3 separate species, C5H10O in total. Source: OMol25; level of theory: ωB97M-V/def2-TZVPD.

As for the charge: 0. The calculated total energy comes out at -271.64550 Eh. For the energy above the lowest of the compared OMol25 structures with the same formula, charge and spin, the calculation gives 281.2 kJ/mol. For the HOMO energy, the calculation gives -9.9800 eV.

Atoms and positions in Å:
O 1.404 -1.039 -1.566
C 0.320 1.232 1.342
C 0.775 1.889 0.284
C 1.996 -0.703 -0.566
C -2.206 -0.523 -0.434
C -1.514 -1.655 -0.417
H 1.571 2.623 0.382
H -1.804 -2.502 0.201
H 0.332 1.765 -0.706
H 1.742 -1.092 0.437
H -0.544 0.578 1.280
H 2.848 0.001 -0.603
H 0.759 1.336 2.332
H -0.637 -1.819 -1.037
H -1.908 0.328 -1.049
H -3.137 -0.418 0.121